(1)
DFT (the ωB97M-V functional and the def2-TZVPD basis) results for a 2-piece molecular cluster, C6H13NO overall.

The geometry in XYZ format:
```
21
Properties=species:S:1:pos:R:3:nbo_charge:R:1
O 2.184 -0.823 3.291 -0.51
C 1.646 0.195 2.947 0.45
C 0.760 0.308 1.746 -0.52
C -0.413 1.290 1.883 -0.61
H 1.843 1.128 3.510 0.10
H 0.408 -0.691 1.491 0.23
H 1.374 0.620 0.892 0.24
H -1.203 0.864 2.499 0.21
H -0.781 1.575 0.900 0.22
H -0.046 2.219 2.327 0.21
C -0.436 1.013 -1.938 -0.61
C -0.833 -0.424 -1.638 -0.25
C -0.179 -2.549 -2.287 -0.05
N 0.199 -1.365 -2.081 -0.39
H -1.113 1.679 -1.404 0.20
H 0.615 1.200 -1.733 0.22
H -0.627 1.208 -2.998 0.21
H -1.818 -0.684 -2.045 0.18
H -0.878 -0.560 -0.552 0.19
H -1.235 -2.845 -2.378 0.13
H 0.530 -3.358 -2.432 0.17
```

Molar mass = 115.18 g/mol
Energy above the lowest of the compared OMol25 structures with the same formula, charge and spin = 2.163 eV
E_HOMO = -9.8 eV
Max |F| = 1.14 eV/Å
2S+1 = 1
E_LUMO = 0.94 eV



(2)
DFT (the ωB97M-V functional and the def2-TZVPD basis) results for C2H3FeO3 as an isolated structure.

The geometry in XYZ format:
```
9
Properties=species:S:1:pos:R:3:mulliken_spin:R:1
O -0.099 0.747 -1.344 0.05
C 1.132 0.744 -1.003 0.01
C 1.319 0.479 0.496 0.00
O 0.210 0.078 1.219 0.11
Fe -1.238 -0.026 0.063 3.69
H 1.764 1.426 0.885 0.00
H 2.157 -0.256 0.543 0.00
H -2.646 -1.981 -0.716 0.01
O -2.600 -1.211 -0.144 0.12
```

Charge = -1
Molar mass = 130.89 g/mol
Energy above the lowest of the compared OMol25 structures with the same formula, charge and spin = 0.254 eV
E_HOMO (alpha / beta) = -2.5 / -2.5 eV
Max |F| = 1.25 eV/Å
2S+1 = 5
E_LUMO (alpha / beta) = 3.85 / 3.90 eV



(3)
DFT (the ωB97M-V functional and the def2-TZVPD basis) results for an isolated ion of composition C4H12N2O and charge +2.

The geometry in XYZ format:
```
19
Properties=species:S:1:pos:R:3:nbo_charge:R:1
C -3.393 -1.852 -0.502 0.31
C 1.984 2.334 0.550 -0.38
C 0.198 -0.990 -0.477 -0.27
C 0.478 0.262 0.238 -0.24
N -1.074 -1.520 0.051 -0.26
N 1.741 0.934 -0.110 -0.51
O -2.167 -1.611 -0.748 -0.15
H -3.932 -1.882 -1.393 0.23
H -3.909 -2.001 0.498 0.25
H 1.848 2.292 1.577 0.24
H 2.829 2.840 0.353 0.26
H 1.105 2.862 0.202 0.23
H 0.008 -0.612 -1.482 0.24
H 1.030 -1.669 -0.392 0.25
H 0.595 0.046 1.361 0.23
H -0.517 0.956 0.154 0.26
H -1.094 -1.709 1.057 0.42
H 1.787 0.979 -1.193 0.46
H 2.483 0.341 0.257 0.45
```

Charge = +2
Molar mass = 104.15 g/mol
Energy above the lowest of the compared OMol25 structures with the same formula, charge and spin = 4.959 eV
E_HOMO = -18.9 eV
Max |F| = 5.60 eV/Å
2S+1 = 1
E_LUMO = -9.25 eV



(4)
DFT (the ωB97M-V functional and the def2-TZVPD basis) results for a single C5H9NO molecule.

The geometry in XYZ format:
```
16
Properties=species:S:1:pos:R:3:nbo_charge:R:1
C -1.561 -0.805 0.166 -0.65
C -1.081 0.534 0.708 -0.06
N 0.029 0.614 1.659 -0.57
C 0.194 1.196 0.322 -0.12
C 1.167 0.664 -0.694 0.04
C 1.483 -0.751 -0.905 -0.12
O 0.682 -0.040 -1.839 -0.49
H -1.146 -1.025 -0.819 0.24
H -2.652 -0.805 0.071 0.22
H -1.310 -1.618 0.859 0.21
H -1.888 1.221 0.962 0.20
H 0.495 -0.291 1.694 0.34
H 0.201 2.284 0.358 0.20
H 1.957 1.375 -0.947 0.19
H 2.472 -1.035 -1.262 0.19
H 0.960 -1.519 -0.333 0.18
```

Molar mass = 99.13 g/mol
Energy above the lowest of the compared OMol25 structures with the same formula, charge and spin = 3.197 eV
E_HOMO = -9.4 eV
Max |F| = 0.30 eV/Å
2S+1 = 1
E_LUMO = 1.10 eV



(5)
DFT (the ωB97M-V functional and the def2-TZVPD basis) results for a single C5H6O2 molecule.

The geometry in XYZ format:
```
13
Properties=species:S:1:pos:R:3:nbo_charge:R:1
C -0.667 0.807 0.925 0.59
C -0.583 -0.722 0.750 -0.04
C -0.625 -0.762 -0.729 -0.45
C 0.659 0.272 -0.946 -0.40
C 0.879 0.729 0.507 -0.03
H -0.966 -1.438 1.387 0.22
H -0.144 -1.741 -1.118 0.23
H -1.671 -0.486 -1.155 0.24
H 1.514 -0.222 -1.441 0.22
H 0.440 1.063 -1.559 0.21
H 1.697 1.286 0.874 0.22
O -1.371 1.712 1.316 -0.50
O 0.838 -0.498 1.190 -0.50
```

Molar mass = 98.10 g/mol
Energy above the lowest of the compared OMol25 structures with the same formula, charge and spin = 2.805 eV
E_HOMO = -9.6 eV
Max |F| = 3.49 eV/Å
2S+1 = 1
E_LUMO = 0.95 eV